C28H38N4O4 | wB97M-V/def2-TZVPD

Last columns: bonded neighbours and bond lengths (Å).
Positions of all 74 atoms, in Å:
1 H 6.14 0.76 3.63  C59 1.092
2 H -1.50 -1.40 -2.24  C51 1.093
3 H -5.14 -0.04 1.40  C20 1.094
4 H -0.26 0.18 -3.75  C18 1.089
5 C 5.13 0.33 -0.08  C23 1.325, H24 1.080, C25 1.500
6 H -0.13 1.43 -5.70  C72 1.090
7 H -3.42 2.85 -0.31  C13 1.091
8 H 7.20 0.04 -0.46  C25 1.093
9 O -0.61 1.45 0.05  C52 1.222
10 H -4.42 0.79 -0.01  C20 1.090
11 H 2.13 0.62 1.00  C39 1.095
12 H -1.88 1.55 -5.60  C72 1.089
13 C -2.50 2.94 0.26  H7 1.091, C16 1.532, H22 1.093, C52 1.523
14 H 0.19 4.21 -3.05  C19 1.089
15 O -3.50 -0.87 3.21  C34 1.214
16 C -2.68 2.42 1.69  C13 1.532, H55 1.091, H56 1.093, C73 1.527
17 O 1.24 -2.49 -2.28  C44 1.217
18 C -0.89 1.07 -3.70  H4 1.089, C36 1.543, H63 1.090, C72 1.537
19 C 0.18 3.27 -3.60  H14 1.089, C21 1.526, C36 1.533, H46 1.090
20 C -4.26 0.50 1.03  H3 1.094, H10 1.090, N45 1.459, C73 1.531
21 C -0.79 3.25 -4.78  C19 1.526, H48 1.092, H66 1.089, C72 1.528
22 H -2.23 4.00 0.27  C13 1.093
23 C 4.20 0.14 0.85  C5 1.325, C26 1.507, C39 1.505
24 H 4.88 0.30 -1.13  C5 1.080
25 C 6.57 0.62 0.22  C5 1.500, H8 1.093, C40 1.525, H43 1.096
26 C 4.53 0.19 2.32  C23 1.507, H54 1.093, C59 1.525, H64 1.095
27 C -2.52 -0.68 -0.19  O32 1.218, N35 1.376, N45 1.380
28 H 0.16 -3.91 4.23  C70 1.079
29 H 0.51 1.69 -2.12  C36 1.090
30 H -4.06 1.40 2.96  C73 1.090
31 H 2.49 -1.10 1.08  C39 1.095
32 O -2.89 -0.13 -1.21  C27 1.218
33 H 0.33 0.01 -0.56  N71 1.019
34 C -2.83 -1.06 2.22  O15 1.214, N45 1.386, C69 1.460
35 N -1.52 -1.62 -0.20  C27 1.376, C51 1.450, C60 1.382
36 C -0.30 2.10 -2.72  C18 1.543, C19 1.533, H29 1.090, N47 1.449
37 H -2.03 3.14 -2.17  N47 1.008
38 H -1.76 -2.32 4.26  C49 1.079
39 C 2.76 -0.17 0.56  H11 1.095, C23 1.505, H31 1.095, C50 1.527
40 C 6.93 0.32 1.67  C25 1.525, H42 1.092, C59 1.523, H74 1.092
41 H 1.25 -4.43 2.07  C61 1.080
42 H 6.98 -0.77 1.81  C40 1.092
43 H 6.76 1.68 0.00  C25 1.096
44 C 0.54 -1.73 -1.64  O17 1.217, C51 1.535, N71 1.336
45 N -3.14 -0.43 1.02  C20 1.459, C27 1.380, C34 1.386
46 H 1.19 3.06 -3.95  C19 1.090
47 N -1.30 2.58 -1.78  C36 1.449, H37 1.008, C52 1.340
48 H -1.75 3.69 -4.48  C21 1.092
49 C -1.24 -2.57 3.34  H38 1.079, C69 1.395, C70 1.376
50 C 2.38 -0.31 -0.91  C39 1.527, H62 1.092, H67 1.096, N71 1.445
51 C -0.97 -1.98 -1.49  H2 1.093, N35 1.450, C44 1.535, H65 1.095
52 C -1.39 2.22 -0.49  O9 1.222, C13 1.523, N47 1.340
53 H 5.75 1.96 2.39  C59 1.092
54 H 3.72 0.69 2.86  C26 1.093
55 H -2.60 3.24 2.40  C16 1.091
56 H -1.87 1.73 1.90  C16 1.093
57 C 0.00 -3.15 0.93  H58 1.076, C60 1.398, C61 1.380
58 H 0.50 -3.40 0.01  C57 1.076
59 C 5.86 0.89 2.59  H1 1.092, C26 1.525, C40 1.523, H53 1.092
60 C -1.06 -2.24 0.95  N35 1.382, C57 1.398, C69 1.400
61 C 0.43 -3.74 2.11  H41 1.080, C57 1.380, C70 1.390
62 H 2.94 -1.11 -1.39  C50 1.092
63 H -1.88 0.77 -3.36  C18 1.090
64 H 4.57 -0.84 2.70  C26 1.095
65 H -1.15 -3.05 -1.69  C51 1.095
66 H -0.41 3.81 -5.63  C21 1.089
67 H 2.59 0.63 -1.44  C50 1.096
68 H -4.84 2.42 1.75  C73 1.092
69 C -1.69 -1.96 2.17  C34 1.460, C49 1.395, C60 1.400
70 C -0.19 -3.45 3.32  H28 1.079, C49 1.376, C61 1.390
71 N 0.98 -0.63 -1.02  H33 1.019, C44 1.336, C50 1.445
72 C -0.95 1.76 -5.07  H6 1.090, H12 1.089, C18 1.537, C21 1.528
73 C -4.02 1.72 1.92  C16 1.527, C20 1.531, H30 1.090, H68 1.092
74 H 7.91 0.74 1.91  C40 1.092

## Properties
HOMO level (eV): -8.720
Total charge: 0
Total energy (eV): -43806.963
SMILES: O=C(Cn1c(=O)n(CCCCC(=O)NC2CCCC2)c(=O)c2ccccc21)NCCC1=CCCCC1
ΔE to the lowest compared entry with this formula, charge and spin (eV): 0.000
LUMO energy (eV): 0.452

Results of the Mulliken charge analysis, in e, for atoms 1 through 5: H 0.323; H 0.392; H 0.488; H -0.117; C -0.521